{
  "formula": "C18H21Cl2N3O5",
  "method": "ωB97M-V/def2-TZVPD",
  "species": ["C", "C", "O", "C", "C", "C", "O", "N", "N", "C", "O", "C", "C", "C", "C", "Cl", "C", "C", "C", "C", "Cl", "N", "O", "C", "C", "O", "C", "C", "H", "H", "H", "H", "H", "H", "H", "H", "H", "H", "H", "H", "H", "H", "H", "H", "H", "H", "H", "H", "H"],
  "xyz": [[2.392016, -5.143901, 3.639406], [1.734827, -4.363516, 2.514802], [1.005471, -3.285386, 3.085571], [0.375146, -2.459004, 2.161335], [-0.619015, -1.591876, 2.948566], [-1.553584, -0.774269, 2.078152], [-2.738200, -0.613744, 2.310310], [-0.952278, -0.192527, 1.024319], [-1.693173, 0.588578, 0.146985], [-1.072346, 1.400861, -0.738974], [0.140314, 1.435730, -0.845023], [-1.994967, 2.202660, -1.558968], [-1.708176, 2.694817, -2.870899], [-0.498543, 2.414541, -3.642367], [0.326398, 3.440379, -4.102064], [-0.097780, 5.074771, -3.782831], [1.493709, 3.164783, -4.796006], [1.848888, 1.850827, -5.040522], [1.045684, 0.812515, -4.602630], [-0.116188, 1.100666, -3.909144], [-1.126308, -0.197637, -3.396896], [-2.696648, 3.426349, -3.306893], [-3.635621, 3.457345, -2.336389], [-3.235190, 2.731819, -1.284568], [-4.134565, 2.661633, -0.107625], [1.292015, -1.724923, 1.380071], [2.300688, -0.993786, 2.081579], [2.081081, 0.514240, 2.020453], [1.634692, -5.508721, 4.327381], [2.941174, -5.986856, 3.230166], [3.077030, -4.503024, 4.187459], [1.043017, -5.004219, 1.948322], [2.489741, -3.975127, 1.818884], [-0.169414, -3.059025, 1.409366], [-1.220660, -2.247021, 3.578676], [-0.062537, -0.920328, 3.605231], [0.007579, -0.383186, 0.743612], [-2.689933, 0.539313, 0.312550], [2.115092, 3.978432, -5.133704], [2.759019, 1.632479, -5.577012], [1.314638, -0.214247, -4.792525], [-4.817823, 3.507184, -0.132005], [-4.728416, 1.747246, -0.130865], [-3.562341, 2.683347, 0.816983], [2.348733, -1.345319, 3.117096], [3.245617, -1.242243, 1.586566], [2.957642, 1.016745, 2.421138], [1.939310, 0.834850, 0.990296], [1.214185, 0.817776, 2.602638]],
  "atomic_forces_ev_per_a": [[-0.2566, 0.2873, -0.2569], [0.1765, -0.1653, -0.1037], [-0.0873, 0.0600, 0.1794], [-0.4327, -0.1780, -0.0584], [0.2056, -0.2607, -0.1264], [0.2946, 0.0362, 0.0185], [-0.3461, 0.0358, 0.0655], [0.3359, 0.4132, -0.6943], [-0.2907, -0.4065, 0.5854], [-0.2687, -0.0945, 0.3959], [0.1520, 0.0037, -0.0293], [-0.6751, 0.6633, -0.1431], [-0.6574, -0.0247, 0.6670], [0.1590, 0.0942, -0.3330], [0.0229, -0.3897, -0.0404], [0.1173, 0.3688, 0.0110], [-0.0288, 0.0505, 0.0262], [-0.0783, 0.0272, 0.0530], [-0.0569, -0.0232, 0.0584], [0.1927, 0.2997, -0.2032], [-0.1067, -0.3750, -0.0657], [0.7864, -0.0642, -1.0622], [-0.4446, -0.1451, 0.7715], [0.9457, -0.4515, 0.0285], [-0.0880, 0.0933, -0.1747], [0.0463, 0.0718, -0.1518], [0.2280, 0.2105, 0.1908], [0.0141, -0.4026, -0.0484], [-0.0425, -0.0866, 0.0885], [0.0729, -0.1005, -0.0056], [0.1008, 0.0288, 0.0629], [0.0868, 0.0826, 0.0242], [-0.1035, -0.0546, 0.0508], [0.1147, 0.0939, 0.1986], [-0.0192, 0.0995, -0.0844], [-0.0036, 0.0331, 0.0419], [-0.2446, -0.0324, 0.0516], [0.1581, -0.0080, -0.0967], [0.0402, 0.0850, -0.0221], [0.0838, -0.0145, -0.0555], [-0.0065, -0.0887, -0.0070], [-0.0380, 0.0159, 0.0768], [-0.0486, -0.0385, 0.0388], [0.0066, 0.0009, 0.0421], [0.0827, 0.0280, -0.1197], [-0.0914, -0.0138, 0.1297], [0.0896, 0.0783, 0.0592], [-0.0230, 0.0868, -0.0664], [-0.0747, 0.0705, 0.0330]],
  "mulliken_charge": [-1.286, -0.120, -0.348, 0.026, -0.508, 0.510, -0.702, -0.127, -0.390, 0.379, -0.671, 1.437, -0.620, 0.018, 0.467, -0.202, -0.679, -0.402, -0.725, 0.907, -0.203, -0.624, -0.182, 0.178, -1.502, -0.553, -0.259, -1.083, 0.304, 0.402, 0.320, 0.291, 0.262, 0.411, 0.364, 0.226, 0.403, 0.318, 0.432, 0.379, 0.431, 0.390, 0.335, 0.413, 0.342, 0.379, 0.461, 0.141, 0.259],
  "total_charge": 0,
  "spin_multiplicity": 1,
  "smiles": "CCOC(CC(=O)NNC(=O)c1c(-c2c(Cl)cccc2Cl)noc1C)OCC",
  "e_homo_ev": -9.0,
  "mol_weight_da": 430.3,
  "e_above_lowest_ev": 0.088
}

=====

{
  "formula": "C18H21ClFNO3",
  "method": "ωB97M-V/def2-TZVPD",
  "species": ["O", "C", "C", "O", "C", "O", "C", "C", "C", "F", "C", "C", "C", "C", "Cl", "N", "C", "C", "C", "C", "C", "C", "C", "C", "H", "H", "H", "H", "H", "H", "H", "H", "H", "H", "H", "H", "H", "H", "H", "H", "H", "H", "H", "H", "H"],
  "xyz": [[-3.351716, -3.531047, -0.532958], [-2.416821, -2.903942, -0.084122], [-1.087579, -3.589719, 0.287499], [-0.011482, -3.206414, -0.567804], [0.670437, -2.105941, -0.271547], [0.417893, -1.374127, 0.652629], [1.790828, -1.895226, -1.274803], [2.807636, -0.927575, -0.752571], [3.033970, 0.300530, -1.361526], [2.340960, 0.604214, -2.478038], [3.943662, 1.221886, -0.877680], [4.656880, 0.914444, 0.266984], [4.465472, -0.298591, 0.904639], [3.549917, -1.204236, 0.393450], [3.324520, -2.717658, 1.188364], [-2.429961, -1.587314, 0.166291], [-3.563391, -0.742769, -0.132001], [-3.145117, 0.460561, -0.987416], [-2.077165, 1.275152, -0.307337], [-0.806834, 1.218925, -0.684632], [0.307409, 1.972359, -0.028879], [-0.215488, 3.076755, 0.883791], [-1.359131, 2.536144, 1.733234], [-2.527009, 2.150139, 0.830639], [-1.201891, -4.666080, 0.153005], [-0.831661, -3.353923, 1.326362], [1.343488, -1.517032, -2.196597], [2.242482, -2.865688, -1.490878], [4.077058, 2.158757, -1.393913], [5.366655, 1.622468, 0.664287], [5.020136, -0.545717, 1.795510], [-1.604929, -1.127199, 0.533014], [-4.010802, -0.399391, 0.807435], [-4.293967, -1.358163, -0.661208], [-4.028922, 1.076979, -1.164843], [-2.777769, 0.098633, -1.949201], [-0.516304, 0.585443, -1.512826], [0.962777, 2.393555, -0.795167], [0.903181, 1.259459, 0.552034], [-0.580576, 3.909590, 0.278721], [0.591107, 3.448577, 1.518637], [-1.681661, 3.282424, 2.462137], [-1.013064, 1.655343, 2.278003], [-3.297789, 1.640770, 1.413497], [-2.985457, 3.054662, 0.415783]],
  "atomic_forces_ev_per_a": [[-0.2748, -0.3298, -0.1525], [0.6405, -0.1873, 0.2133], [-0.4179, -0.1394, 0.3294], [0.0377, -0.1804, -0.3573], [0.1724, 0.1921, -0.0433], [0.0259, -0.0401, -0.0078], [-0.0451, 0.0763, 0.1198], [-0.0710, 0.0541, -0.0885], [0.2097, -0.1424, 0.2377], [-0.0255, -0.0029, 0.0552], [-0.1322, -0.0274, -0.1361], [-0.0979, -0.0711, -0.0695], [-0.0182, -0.1340, 0.0879], [0.1186, 0.4330, -0.2044], [0.0740, -0.2366, 0.1531], [0.0035, 0.6138, 0.0852], [-0.2231, 0.0369, -0.1615], [0.1339, -0.1402, 0.1488], [-0.3150, 0.0350, -0.2343], [0.1974, 0.0246, 0.0138], [0.0105, 0.1629, 0.0897], [0.0985, -0.2009, 0.1168], [-0.1160, 0.2614, -0.1083], [0.2155, -0.0130, 0.1829], [-0.0367, 0.2234, 0.0066], [0.0060, -0.0720, -0.1425], [0.0041, -0.0831, 0.0411], [-0.0649, 0.0585, -0.0376], [-0.0067, 0.0940, -0.0726], [0.0723, 0.0669, 0.0348], [0.0361, -0.0460, 0.0801], [0.0201, -0.2633, -0.0393], [-0.0678, -0.0423, -0.1016], [0.0291, 0.1125, 0.1237], [-0.0493, 0.0259, -0.0549], [-0.0426, -0.0062, -0.0353], [-0.0961, -0.1599, -0.1602], [0.0574, -0.0404, 0.0051], [0.0989, 0.0295, -0.0354], [0.0034, 0.0859, -0.0062], [-0.0024, 0.0676, -0.0357], [0.0104, -0.0556, 0.0578], [0.0025, -0.0449, 0.0911], [-0.0768, 0.0174, -0.0199], [-0.0986, -0.0124, 0.0308]],
  "mulliken_charge": [-0.670, 0.747, -0.567, -0.345, 0.615, -0.624, -1.272, 0.051, 0.404, -0.414, -0.455, -0.431, -0.728, 1.009, -0.213, 0.024, -0.800, -1.267, 0.250, 0.044, -0.044, -1.107, -0.772, -0.527, 0.307, 0.335, 0.386, 0.418, 0.465, 0.401, 0.445, 0.172, 0.297, 0.461, 0.398, 0.308, 0.362, 0.323, 0.004, 0.360, 0.392, 0.353, 0.281, 0.302, 0.320],
  "total_charge": 0,
  "spin_multiplicity": 1,
  "smiles": "O=C(COC(=O)Cc1c(F)cccc1Cl)NCCC1=CCCCC1",
  "e_homo_ev": -9.0,
  "mol_weight_da": 353.8,
  "e_above_lowest_ev": 0.000
}

=====

{
  "formula": "C18H21F3O5",
  "method": "ωB97M-V/def2-TZVPD",
  "species": ["C", "C", "O", "C", "O", "C", "C", "O", "O", "C", "C", "C", "C", "C", "C", "C", "F", "F", "F", "C", "C", "C", "C", "C", "C", "O", "H", "H", "H", "H", "H", "H", "H", "H", "H", "H", "H", "H", "H", "H", "H", "H", "H", "H", "H", "H", "H"],
  "xyz": [[4.918129, -2.842810, -1.177123], [3.523077, -3.266359, -1.626707], [2.578560, -2.200899, -1.565996], [2.040168, -1.945895, -0.321539], [1.243473, -3.072241, 0.039554], [0.339056, -2.870582, 1.025768], [-0.298828, -4.109293, 1.542513], [-1.169223, -4.118003, 2.376545], [0.191249, -5.218387, 0.990131], [0.021954, -1.679566, 1.543229], [0.595610, -0.401041, 1.013238], [-0.474450, 0.658370, 0.931224], [-1.687493, 0.372761, 0.313498], [-2.671145, 1.336562, 0.210188], [-2.442667, 2.606214, 0.726051], [-3.521743, 3.646324, 0.639240], [-4.258675, 3.539857, -0.477624], [-3.043129, 4.900236, 0.660884], [-4.390412, 3.561856, 1.667702], [-1.242255, 2.903358, 1.354826], [-0.266004, 1.928494, 1.453176], [1.217337, -0.649346, -0.377047], [2.072802, 0.542788, -0.819918], [2.164732, 0.677158, -2.336550], [3.052443, 1.848809, -2.744076], [3.067732, 1.923635, -4.152223], [4.933483, -2.595097, -0.118206], [5.241519, -1.973300, -1.743986], [5.616163, -3.657073, -1.349075], [3.541132, -3.549806, -2.681236], [3.162520, -4.114645, -1.036649], [2.828670, -1.842377, 0.451730], [-0.263505, -5.997653, 1.347905], [-0.696458, -1.634758, 2.344797], [1.382807, -0.049251, 1.692965], [-1.863674, -0.616229, -0.081200], [-3.610800, 1.112295, -0.270612], [-1.074089, 3.889614, 1.759322], [0.665613, 2.161350, 1.947649], [0.416690, -0.810762, -1.103762], [1.632472, 1.457904, -0.416421], [3.076631, 0.441663, -0.399955], [1.170738, 0.840748, -2.754833], [2.564718, -0.237824, -2.769414], [2.658127, 2.782330, -2.313657], [4.071225, 1.697706, -2.356178], [3.616229, 2.665598, -4.426001]],
  "atomic_forces_ev_per_a": [[-0.4587, 0.0385, -0.0766], [0.2755, -0.1524, 0.0042], [-0.1396, 0.1001, 0.1640], [0.0554, 0.5358, 0.0988], [-0.1133, -0.1399, -0.1426], [0.0698, 0.5148, 0.1863], [-0.4972, -0.1460, 0.4640], [0.0779, 0.0656, -0.0765], [0.3838, -0.3842, -0.4091], [0.1952, -0.3658, -0.1187], [0.0442, -0.2045, -0.2390], [0.0442, 0.1227, 0.0843], [0.0041, 0.0685, 0.0384], [0.0339, 0.1578, 0.0385], [-0.0001, 0.0909, -0.0190], [-0.2547, 0.1852, 0.0753], [0.0209, -0.1902, -0.1813], [0.2570, 0.0652, 0.0278], [0.0090, -0.1345, 0.1352], [-0.2135, 0.0157, -0.1044], [-0.0437, -0.0734, 0.0018], [0.4011, -0.1359, 0.1552], [-0.1824, -0.2108, -0.3210], [0.3603, 0.3561, -0.0551], [-0.1339, -0.1167, 0.4286], [0.0305, 0.0427, -0.4201], [0.0618, 0.0147, 0.1017], [0.0784, 0.0712, -0.0525], [0.1128, -0.0858, 0.0091], [-0.0083, -0.0732, 0.1355], [0.0043, 0.0282, -0.1276], [-0.1484, -0.0718, -0.1301], [-0.0841, 0.3330, 0.1159], [-0.0940, -0.1376, 0.0957], [-0.0408, 0.0392, -0.0521], [-0.0272, -0.1409, -0.0600], [-0.0754, -0.0260, -0.0531], [0.0138, 0.0789, 0.0219], [0.1230, -0.0108, 0.0405], [-0.0715, -0.0396, 0.0227], [0.0736, 0.0139, 0.0656], [0.0840, 0.0319, 0.1244], [-0.0858, -0.0213, -0.0315], [-0.0493, 0.0388, -0.0498], [0.0627, -0.0983, 0.0158], [-0.1038, 0.0138, 0.0323], [-0.0513, -0.0634, 0.0365]],
  "mulliken_charge": [-1.125, -0.269, -0.338, -0.271, -0.419, -0.093, 0.305, -0.594, -0.429, -0.983, 0.705, 0.242, -0.253, -1.241, 0.310, 0.936, -0.270, -0.276, -0.257, -0.985, -0.215, 0.465, -0.911, -0.485, -0.594, -0.513, 0.298, 0.259, 0.424, 0.335, 0.304, 0.256, 0.373, 0.491, 0.404, 0.452, 0.411, 0.418, 0.462, 0.249, 0.487, 0.343, 0.370, 0.229, 0.319, 0.362, 0.310],
  "total_charge": 0,
  "spin_multiplicity": 1,
  "smiles": "CCO[C@@H]1OC(C(=O)O)=C[C@H](c2ccc(C(F)(F)F)cc2)[C@H]1CCCO",
  "e_homo_ev": -9.2,
  "mol_weight_da": 374.4,
  "e_above_lowest_ev": 0.166
}

=====

{
  "formula": "C18H21N3O4Os",
  "method": "ωB97M-V/def2-TZVPD",
  "species": ["Os", "O", "C", "C", "C", "C", "C", "C", "C", "O", "N", "O", "O", "H", "H", "H", "H", "C", "C", "C", "C", "C", "C", "H", "H", "H", "H", "H", "H", "H", "H", "H", "C", "C", "C", "C", "N", "N", "C", "H", "H", "H", "H", "H", "H", "H", "H"],
  "xyz": [[-0.891217, 0.227919, -0.334904], [-1.732217, 0.364419, 1.770096], [-1.405417, 1.171419, 2.645796], [-0.578517, 2.331119, 2.486696], [-0.332517, 3.192119, 3.568696], [0.354383, 4.372019, 3.377996], [0.821983, 4.752919, 2.112996], [0.648483, 3.910819, 1.050096], [0.009483, 2.648419, 1.202696], [-0.019017, 1.839619, 0.214596], [0.626783, 5.263919, 4.519496], [0.241583, 4.883119, 5.590296], [1.211783, 6.278119, 4.257696], [-1.819317, 1.003519, 3.652196], [-0.692917, 2.947419, 4.559596], [1.320983, 5.705419, 2.000096], [0.994083, 4.171319, 0.061396], [3.440683, -2.323981, -2.615204], [3.208683, -1.568981, -1.299204], [4.180783, -0.390081, -1.145804], [3.433383, -2.567081, -0.132104], [1.867383, -1.065381, -1.192104], [0.735683, -0.628681, -1.009204], [4.483083, -2.632081, -2.655204], [3.222483, -1.688481, -3.470004], [2.818483, -3.213681, -2.675604], [5.200083, -0.765781, -1.120404], [3.985783, 0.160619, -0.229104], [4.078983, 0.294919, -1.983404], [4.488783, -2.824581, -0.103704], [2.851283, -3.471581, -0.288504], [3.158483, -2.120181, 0.819496], [-3.894217, -4.353881, -0.933404], [-3.428317, -2.982681, -1.165804], [-3.927017, -1.993381, -2.018004], [-3.089317, -0.896881, -1.883304], [-2.117817, -1.183881, -0.977904], [-2.351517, -2.451381, -0.559404], [-3.119617, 0.418919, -2.579204], [-4.956817, -4.352281, -0.693604], [-3.344317, -4.827581, -0.125604], [-3.785217, -4.944681, -1.845604], [-4.782817, -2.068281, -2.656004], [-1.737517, -2.898781, 0.112196], [-3.338417, 0.278519, -3.637904], [-2.140317, 0.929719, -2.499804], [-3.899217, 1.067919, -2.172104]],
  "atomic_forces_ev_per_a": [[2.2299, -0.3274, 0.8671], [-0.0622, -0.8240, -1.7610], [0.3670, 1.0364, 1.1660], [0.5930, -0.0121, -1.1124], [-0.0992, 0.2487, 0.1290], [-0.0073, -0.5053, -0.6354], [-0.2045, 0.0045, 0.5822], [-0.3699, -1.1861, -0.5330], [0.0053, 2.4149, 2.8160], [-0.2340, -1.6000, -2.0808], [-0.1925, -0.4668, -0.5548], [-0.1620, -0.0467, 0.7526], [0.3057, 0.6335, 0.1536], [0.0308, -0.0314, -0.1664], [-0.0468, 0.0293, 0.0383], [0.0043, -0.0026, 0.0108], [0.1458, 0.0373, -0.0487], [-0.2042, 0.1667, -0.1763], [0.6091, -0.4130, 0.1659], [-0.1223, 0.1914, -0.1428], [-0.3018, 0.1312, 0.0641], [0.4746, -0.3775, -0.0437], [-2.4452, 1.3255, 0.6670], [0.0472, 0.0205, -0.0127], [0.0888, 0.0138, -0.1135], [-0.0514, -0.0432, 0.0070], [0.0568, -0.0449, -0.0200], [0.0414, 0.0146, 0.1211], [0.0702, 0.0823, -0.0858], [0.0655, -0.0205, -0.0510], [-0.0266, -0.0740, 0.0475], [0.0447, -0.0027, 0.1456], [-0.1228, -0.3707, 0.0584], [0.2306, 0.7942, -0.1778], [0.4937, 0.2675, 0.2427], [-0.4437, -0.3757, -0.2540], [-0.6907, -0.3277, -0.1665], [0.0957, -0.4196, 0.2330], [0.0591, 0.1277, 0.1583], [-0.0052, 0.0274, 0.0761], [-0.0117, -0.1339, 0.0285], [0.0882, 0.0118, 0.0526], [-0.1811, -0.0623, -0.1671], [-0.1334, 0.0940, -0.1622], [0.1346, 0.0407, 0.0171], [-0.2616, -0.0196, -0.1561], [0.0980, -0.0262, 0.0213]],
  "mulliken_charge": [1.051, -0.627, 0.221, 0.353, -0.650, -0.243, -0.350, -0.607, 0.649, -0.758, 1.038, -0.582, -0.578, 0.451, 0.538, 0.522, 0.502, -1.441, 1.708, -1.510, -1.499, 1.573, -2.122, 0.372, 0.405, 0.396, 0.411, 0.385, 0.407, 0.415, 0.404, 0.396, -1.129, 0.696, -0.943, 0.878, -0.041, -0.125, -1.291, 0.343, 0.333, 0.311, 0.487, 0.259, 0.399, 0.288, 0.309],
  "total_charge": 2,
  "spin_multiplicity": 5,
  "e_homo_ev": [-15.4, -15.4],
  "mol_weight_da": 533.6,
  "s_squared": 6.051,
  "e_above_lowest_ev": 0.633
}